Molecular formula: C6H8N3O3
Method: DFT, ωB97M-V/def2-TZVPD

Last column: Löwdin charge in e.
Element x y z (Å)
1 C 1.08985 0.48369 -0.88623  -0.237
2 H 2.12795 1.24735 0.82965  0.131
3 C 2.22176 1.28780 -0.34978  0.000
4 C -0.77581 -0.85759 2.29269  -0.007
5 O -3.10094 -1.15926 -1.16474  0.091
6 C -1.05214 0.96031 0.43860  -0.059
7 O -0.26609 -0.47777 3.39513  0.020
8 N -2.10477 -0.58928 -0.66642  -0.171
9 H -0.93225 1.82881 0.96229  0.142
10 H 3.25704 0.77434 -0.41075  0.118
11 H 2.28525 2.35101 -0.77362  0.114
12 H -0.15650 -2.08195 -2.69338  0.184
13 C -0.83365 -0.61212 -1.07867  -0.130
14 H -1.84737 -1.05917 2.21216  0.037
15 O -2.19047 0.29828 0.32726  0.121
16 H 2.04687 -0.65551 -2.40633  0.198
17 N -0.16521 0.40682 -0.40858  0.097
18 H -0.86390 -0.45015 4.19567  0.152
19 C 0.04599 -1.18996 -1.98689  0.052
20 N 1.21439 -0.50564 -1.82808  0.149

Properties
E_LUMO (spin up / spin down) = -4.44 / -4.56 eV
largest force on an atom = 3.50 eV Å⁻¹
E_tot = -16948.816 eV
energy above the lowest of the compared OMol25 structures with the same formula, charge and spin = 3.252 eV
net charge = +1
Kohn-Sham gap (spin up / spin down) = 7.020 / 7.164 eV